No. 1
C2H2Cl2O | wB97M-V/def2-TZVPD

Structure (XYZ):
```
7
C2H2Cl2O wB97M-V/def2-TZVPD
C 0.1022 0.1066 -0.0419
O 0.9603 -1.0743 -0.4569
Cl 2.5536 -0.8279 -0.0300
C -1.1712 0.0314 0.2644
H -1.6706 0.9903 0.3131
H -1.6478 -0.8672 0.1198
Cl 0.8735 1.6411 -0.1683
```

Computed properties:
HOMO-LUMO gap: 9.992 eV
SMILES string: C=C(Cl)OCl
largest force on an atom: 3.6 eV/Å
highest occupied orbital energy: -9.906 eV
energy above the lowest of the compared OMol25 structures with the same formula, charge and spin: 278.0 kJ/mol

Löwdin atomic charges, in units of e:
1. C -0.7893
2. O -0.6142
3. Cl 0.6304
4. C -0.0050
5. H 0.0705
6. H 0.0490
7. Cl 0.6585



No. 2
C3H7N3S | wB97M-V/def2-TZVPD

Structure (XYZ):
```
14
C3H7N3S wB97M-V/def2-TZVPD
H -0.9846 2.0114 -0.0398
C -1.3484 0.1357 -0.1072
C 1.1365 -0.8715 -0.2884
H -0.1300 -2.3226 0.6769
S -2.3132 -1.1993 -0.2810
N 0.7971 1.3032 -0.1247
H 1.5307 1.3870 0.6107
H 1.1716 1.7671 -0.9700
N -1.7767 1.3956 0.3544
H 2.0886 -0.5413 -0.7077
H 1.5769 -2.7786 0.2946
H -2.7592 1.6791 0.6217
C 0.8834 -2.0215 0.4677
N 0.1273 0.0556 -0.5071
```

Computed properties:
HOMO-LUMO gap: 8.845 eV
SMILES string: C=CN(N)C(N)=S
largest force on an atom: 5.5 eV/Å
highest occupied orbital energy: -8.166 eV
energy above the lowest of the compared OMol25 structures with the same formula, charge and spin: 350.9 kJ/mol

Löwdin atomic charges, in units of e:
1. H 0.0950
2. C -0.8194
3. C -0.2052
4. H -0.0078
5. S 0.6005
6. N -0.0288
7. H 0.1142
8. H 0.1005
9. N 0.0320
10. H 0.1084
11. H 0.0155
12. H 0.1287
13. C 0.0222
14. N -0.1558



No. 3
C38H31F10KN10O | wB97M-V/def2-TZVPD

Structure (XYZ):
```
91
C38H31F10KN10O wB97M-V/def2-TZVPD
H -3.6710 0.4608 3.4893
H -2.6795 -5.6173 0.1198
N 0.6919 -2.6355 -0.5652
H -0.0116 -2.9983 -3.1073
H -0.7298 2.0681 -1.4295
N -1.0594 4.7057 -1.5291
C -2.0892 -5.0557 -0.5961
H -4.8578 -1.6920 -0.7248
C 2.4902 -4.2100 -0.9984
C 1.2012 -0.6836 -3.9596
H -0.8248 -4.1761 0.9123
C 0.4243 -0.1550 -2.9612
C -0.7325 -0.9289 -5.2959
C 4.7683 -3.5398 -0.4905
C 2.9364 -2.0343 0.0478
H -3.2034 -1.9254 -1.3451
H -4.6549 0.8901 -0.5317
F 2.5248 -0.8215 -3.7831
C 2.3661 4.2827 -0.4886
C -0.9077 1.1035 4.5006
H 1.3972 6.4967 -1.6402
C 1.0682 2.5179 2.1704
C 1.8470 3.2796 3.0225
C -0.9922 0.0240 -3.0274
F -1.9710 1.9607 4.5043
H 0.0365 2.8000 1.9790
N 0.0104 2.6844 -1.0348
F 0.3496 -2.0256 3.2042
H 1.7902 -4.9375 -1.3894
H 0.7761 2.2069 -0.5840
F 1.0514 0.2049 -1.8183
C -3.5705 0.6593 -0.5081
C -1.6386 -4.3798 -2.8492
N -1.6102 0.5294 -1.9606
C 3.8206 -4.4752 -0.9912
N 1.5018 1.4326 1.5283
N 3.3169 -0.1008 1.1328
F 2.3822 1.1134 6.0884
C -0.5896 -3.5897 -2.4069
C -0.0401 4.0022 -1.0420
C -2.3958 -5.1220 -1.9495
H 5.8256 -3.7731 -0.5002
C 1.3286 -0.4787 4.6423
C 0.7140 6.1222 -0.8692
C 1.3132 0.7166 5.3531
C -0.7048 6.0195 -1.4496
C -1.5091 -0.3850 -4.2891
H 2.8106 4.2514 -1.4915
C 0.6288 -1.0953 -5.1559
F 2.4250 -1.2568 4.7043
H -3.5553 -0.1735 -2.4765
N 2.4622 -0.8970 0.6303
C -1.0478 -4.2590 -0.1452
C 0.1744 1.4876 5.2676
H -3.2216 -5.7307 -2.2975
H 4.1693 -5.4284 -1.3769
F 1.3811 -1.6203 -6.1514
H -4.9039 0.0131 1.5471
F -1.3193 -1.2857 -6.4574
H 5.0000 -1.6342 0.4348
H -3.6486 -2.6153 0.2032
N -1.8814 -0.5528 2.9095
H 2.9514 4.9563 0.1367
C 1.9564 -2.9484 -0.5159
H -1.8735 -4.4058 -3.9074
H -3.0951 1.4924 0.0203
C 2.7633 1.0352 1.7390
C -3.0372 0.2598 2.6113
O -1.3572 6.9955 -1.7744
N 0.9963 4.7495 -0.5195
C 4.3145 -2.3597 0.0181
K -0.4617 -0.3834 0.4923
C -0.9485 -0.0953 3.7250
C 3.1659 2.8832 3.2164
H 3.8158 3.4394 3.8814
C 0.2536 -0.8640 3.8843
C -3.0553 0.6370 -1.9419
F -2.8269 -0.2267 -4.5926
C 3.6304 1.7594 2.5687
C -3.9085 -0.4685 1.5936
C -0.2737 -3.5136 -1.0433
H -4.0477 -1.4830 1.9721
C -3.7893 -1.7498 -0.4423
N -3.3300 -0.5617 0.2535
H 4.6402 1.3944 2.6947
H 1.4260 4.1396 3.5245
H -3.4041 1.5683 -2.4145
H -2.7756 1.2556 2.2144
H 0.7440 6.7962 -0.0120
F 0.1267 2.6612 5.9359
H 2.4371 3.2936 -0.0420
```

Computed properties:
HOMO-LUMO gap: 5.850 eV
total charge: -2
largest force on an atom: 0.2 eV/Å
highest occupied orbital energy: -1.830 eV
energy above the lowest of the compared OMol25 structures with the same formula, charge and spin: 21.8 kJ/mol

Löwdin atomic charges, in units of e:
1. H 0.1067
2. H 0.0926
3. N 0.0385
4. H 0.1003
5. H 0.0752
6. N 0.1642
7. C -0.1202
8. H 0.0902
9. C -0.0250
10. C -0.1772
11. H 0.1150
12. C -0.1645
13. C -0.1733
14. C -0.1352
15. C -0.2166
16. H 0.0770
17. H 0.1150
18. F 0.1015
19. C -0.0439
20. C -0.1532
21. H 0.1238
22. C -0.1658
23. C -0.0808
24. C -0.2135
25. F 0.0363
26. H 0.1183
27. N 0.2248
28. F 0.0637
29. H 0.0992
30. H 0.0585
31. F 0.0296
32. C -0.2127
33. C -0.0993
34. N -0.0468
35. C -0.1173
36. N 0.0726
37. N 0.0429
38. F 0.0571
39. C -0.0249
40. C -0.4134
41. C -0.1307
42. H 0.0764
43. C -0.1727
44. C -0.0812
45. C -0.1849
46. C -0.5189
47. C -0.1365
48. H 0.0941
49. C -0.1808
50. F 0.0898
51. H 0.0907
52. N 0.0515
53. C -0.0320
54. C -0.1918
55. H 0.0831
56. H 0.0888
57. F 0.0662
58. H 0.1104
59. F 0.0801
60. H 0.0899
61. H 0.0764
62. N -0.0251
63. H 0.0881
64. C -0.2395
65. H 0.0956
66. H 0.1099
67. C -0.3334
68. C -0.2749
69. O 0.0013
70. N -0.1040
71. C -0.0542
72. K 0.6770
73. C -0.2615
74. C -0.0816
75. H 0.1016
76. C -0.1773
77. C -0.2519
78. F 0.0464
79. C -0.0268
80. C -0.2178
81. C -0.3126
82. H 0.1085
83. C -0.0910
84. N -0.2477
85. H 0.1023
86. H 0.1038
87. H 0.1170
88. H 0.1038
89. H 0.1212
90. F 0.0744
91. H 0.0612



No. 4
CH12O6 | wB97M-V/def2-TZVPD

Structure (XYZ):
```
19
CH12O6 wB97M-V/def2-TZVPD
H 0.7548 -0.7402 0.6474
H -0.1991 3.1696 0.2706
H 1.3632 0.4837 1.2863
H 1.2110 -1.9711 -1.1904
O 1.0068 -2.3733 -0.3320
H -2.2796 -0.6135 2.7442
H 1.0376 0.3873 -1.7014
H -1.4463 -0.2464 -0.5189
H -2.1689 -0.9497 -1.6105
O -0.9486 3.2008 0.8666
C 1.7969 0.1961 -2.4816
O 2.3573 -0.8717 -2.5472
O -1.5893 -0.1958 -1.4737
H -1.6327 0.4234 3.6719
O -2.0691 -0.4304 3.6612
H -0.6743 2.6692 1.6167
O 0.5465 0.1803 0.8787
H 0.9091 -3.3001 -0.5682
H 2.0246 0.9820 -3.2197
```

Computed properties:
HOMO-LUMO gap: 10.823 eV
SMILES string: C=O.O.O.O.O.O
largest force on an atom: 0.5 eV/Å
highest occupied orbital energy: -10.596 eV
energy above the lowest of the compared OMol25 structures with the same formula, charge and spin: 75.2 kJ/mol

Löwdin atomic charges, in units of e:
1. H -0.0010
2. H 0.0259
3. H 0.0465
4. H 0.0112
5. O -0.0552
6. H 0.0237
7. H 0.0619
8. H 0.0149
9. H 0.0367
10. O -0.0522
11. C -0.1009
12. O -0.0175
13. O -0.0561
14. H 0.0235
15. O -0.0518
16. H 0.0148
17. O -0.0675
18. H 0.0563
19. H 0.0868



No. 5
H21O11 | wB97M-V/def2-TZVPD

Structure (XYZ):
```
32
H21O11 wB97M-V/def2-TZVPD
H -1.9279 3.7357 -0.3962
O -2.2002 -3.6310 0.6476
H 1.5202 1.0866 -2.4414
O -1.6883 -2.5636 -1.9650
O 3.1380 -0.7020 0.1000
O 1.7509 -2.7898 -2.9563
H 0.4497 0.6016 3.3327
H -1.5443 -0.1359 -0.6349
H 2.5973 1.5956 1.3312
H -3.4419 1.1454 2.9556
O -0.4744 0.7596 3.5687
H -0.7867 -2.5132 -1.7198
H 0.3274 1.4690 0.8374
H 1.2207 -2.1084 -2.5371
H -1.9103 2.8021 -1.5231
H 4.1407 1.5052 1.6332
O 1.0212 0.5429 -1.8243
H 2.2248 -0.3640 0.2526
H -0.6363 1.4635 2.9599
O 1.1744 1.1789 0.5150
O -1.9476 3.7560 -1.3569
H -2.7438 -3.2137 -0.0253
H -1.8032 -1.6158 -2.1327
H -1.4940 -4.0489 0.1578
H -2.5424 -0.1601 2.8216
H 2.5759 -2.8863 -2.4776
O -1.3157 0.7789 -0.6335
O -3.1559 0.4353 2.3834
H 3.4084 -0.1090 -0.6072
H -0.4958 0.8907 -1.1833
O 3.3671 2.0605 1.7369
H 1.1920 1.0344 -0.8193
```

Computed properties:
HOMO-LUMO gap: 9.037 eV
total charge: -1
largest force on an atom: 2.0 eV/Å
highest occupied orbital energy: -6.125 eV
energy above the lowest of the compared OMol25 structures with the same formula, charge and spin: 152.1 kJ/mol

Löwdin atomic charges, in units of e:
1. H 0.0250
2. O -0.0666
3. H 0.0200
4. O -0.0286
5. O -0.1020
6. O -0.0593
7. H 0.0447
8. H -0.0013
9. H -0.0430
10. H 0.0229
11. O -0.0527
12. H 0.0051
13. H -0.0373
14. H -0.0006
15. H 0.0065
16. H -0.0012
17. O -0.2093
18. H 0.0008
19. H 0.0097
20. O -0.3227
21. O -0.0755
22. H 0.0122
23. H 0.0467
24. H 0.0163
25. H 0.0206
26. H 0.0302
27. O -0.0802
28. O -0.0614
29. H 0.0194
30. H -0.0039
31. O -0.1245
32. H -0.0099



No. 6
CH5IN2 | wB97M-V/def2-TZVPD

Structure (XYZ):
```
9
CH5IN2 wB97M-V/def2-TZVPD
I 3.1578 0.2606 -0.1824
H -0.4711 -1.1549 0.4796
N 0.0906 -0.3160 0.6919
H 0.5663 1.4191 -0.3583
H -0.7570 1.5992 0.3817
C -0.2894 0.7286 -0.1590
N 1.7658 -1.1524 -0.1010
H -0.8623 0.4163 -1.0059
H 1.7495 -1.6219 0.8981
```

Computed properties:
HOMO-LUMO gap: 8.566 eV
largest force on an atom: 5.0 eV/Å
highest occupied orbital energy: -8.849 eV
energy above the lowest of the compared OMol25 structures with the same formula, charge and spin: 268.2 kJ/mol

Löwdin atomic charges, in units of e:
1. I 0.7178
2. H 0.0647
3. N -0.0781
4. H 0.0108
5. H 0.0961
6. C -0.2797
7. N -0.6068
8. H 0.0667
9. H 0.0085



No. 7
C3H6O3 | wB97M-V/def2-TZVPD

Structure (XYZ):
```
12
C3H6O3 wB97M-V/def2-TZVPD
C -1.0570 -0.1684 0.4009
O -1.1385 1.1894 0.7206
H -1.7310 -0.6894 1.1120
O 0.6850 -0.2985 -2.0335
H 1.5829 -0.3304 -0.1514
C 1.0205 0.5457 -1.2861
C 0.3753 -0.7745 0.5702
O 1.1066 1.6285 -0.8089
H -0.4822 1.6396 0.1681
H 0.3182 -1.8553 0.3799
H 0.7880 -0.4880 1.5235
H -1.4675 -0.3987 -0.5953
```

Computed properties:
HOMO-LUMO gap: 10.736 eV
largest force on an atom: 4.4 eV/Å
highest occupied orbital energy: -10.608 eV
energy above the lowest of the compared OMol25 structures with the same formula, charge and spin: 267.2 kJ/mol

Löwdin atomic charges, in units of e:
1. C -0.3059
2. O -0.0618
3. H 0.1309
4. O 0.1497
5. H 0.1972
6. C -0.5603
7. C -0.0162
8. O 0.1377
9. H 0.0515
10. H 0.0904
11. H 0.0718
12. H 0.1150